[1]
103
Properties=species:S:1:pos:R:3 method="wB97M-V/def2-TZVPD" orbital_gap_ev="2.12 / 8.66" total_charge=-1 homo_energy_ev="-0.10 / -6.64" spin_multiplicity=2
O -0.24 -2.22 4.52
O -2.34 5.43 1.18
O 1.64 2.69 -0.34
O -2.87 1.91 4.39
O -2.56 3.87 -0.34
O -0.08 -2.83 -5.53
O -1.61 -0.65 -0.47
O -6.62 0.25 -0.48
O 1.82 -3.36 -4.49
O -1.22 2.30 -4.95
O -2.83 1.30 2.14
N -0.40 0.61 0.97
N -4.52 -0.27 0.10
N 0.83 2.31 -3.96
N 3.91 -3.23 1.29
N 3.00 3.29 -2.11
N -0.94 -0.50 3.41
C -0.42 -1.00 4.49
C -0.43 -0.14 5.74
C 4.90 -2.88 0.29
C -0.17 -3.86 -3.26
C 0.44 -3.38 -4.59
C -5.37 0.45 -0.62
C 0.12 0.51 -5.53
C 4.70 -1.34 -0.04
C -5.20 1.99 4.60
C 2.69 2.56 -1.06
C 3.94 -4.50 3.40
C 1.38 -2.87 1.63
C -2.13 5.02 0.06
C -4.88 2.27 3.15
C -3.39 1.72 3.13
C -0.51 -0.10 -0.18
C -1.32 4.66 -2.13
C 4.09 -4.56 1.88
C 0.58 -0.30 -1.20
C 2.42 -3.81 -3.30
C -3.89 2.51 5.23
C -1.90 3.38 -1.47
C 1.14 -3.84 -2.35
C 2.57 -3.14 0.64
C -4.95 1.18 -1.83
C -1.32 5.73 -1.03
C 3.67 1.45 -0.75
C -0.05 1.85 -4.85
H 4.77 -3.48 -0.61
H -0.36 6.07 -0.62
H 3.61 -5.34 1.29
H 1.58 1.66 -3.76
H 3.40 -3.44 -3.00
H -1.00 -3.19 -3.01
H 0.48 -3.41 1.34
H -0.62 -4.84 -3.41
H 1.10 -4.60 -1.57
H -5.23 0.93 4.85
H -1.34 0.45 5.66
H 3.77 0.78 -1.60
H -1.87 6.58 -1.44
H -1.23 -1.06 2.62
H 4.72 1.67 -0.55
H 0.92 0.03 -4.98
H 2.95 -4.59 3.85
H -4.85 3.35 3.01
H -2.55 2.76 -2.09
H 3.57 2.83 -2.80
H -3.90 3.60 5.15
H 2.33 -4.12 0.23
H 0.14 1.46 0.91
H 5.11 -4.91 1.73
H 0.46 0.61 -6.56
H -1.77 4.90 -3.09
H -3.76 2.17 6.26
H -3.90 1.43 -1.67
H 0.18 -0.78 -2.09
H -5.40 2.17 -1.87
H -5.49 1.79 2.39
H -4.87 0.66 -2.78
H 5.88 -3.17 0.66
H 1.17 -2.92 -1.77
H 5.11 -0.73 0.76
H 5.31 -0.98 -0.86
H 2.58 4.20 -2.22
H -0.26 4.65 -2.40
H 4.25 -3.50 3.74
H 3.12 0.96 0.05
H -4.92 -0.78 0.87
H -0.72 -0.19 -5.54
H -1.21 0.47 3.44
H -6.01 2.51 5.11
H 1.38 -0.98 -0.91
H -0.78 -0.78 6.55
H 1.67 -3.25 2.61
H 3.67 -0.98 -0.10
H 4.49 -5.31 3.88
H -1.28 0.56 1.46
H 1.20 -1.80 1.73
H 0.51 0.35 5.99
H -1.07 2.69 -1.34
H 2.71 -4.79 -3.68
H -3.52 -0.10 0.11
H 2.48 -2.38 -0.14
H 0.55 3.15 -3.47
H 1.03 0.56 -1.68


[2]
94
Properties=species:S:1:pos:R:3 method="wB97M-V/def2-TZVPD" orbital_gap_ev="6.34 / 4.75" total_charge=0 homo_energy_ev="-6.25 / -4.83" spin_multiplicity=1
Pb 0.57 0.27 0.10
Cl 4.57 0.75 -0.37
P 0.69 -1.50 2.51
P 0.19 1.34 -2.64
Si -2.66 -0.05 -3.11
Si -2.17 -2.83 1.99
O -0.16 1.94 1.43
C -0.83 2.99 1.70
C 0.15 3.98 -3.60
C -0.16 4.07 2.43
C -2.25 3.14 1.31
C 0.81 0.38 -4.10
C -1.01 -3.01 -0.74
C -1.83 -2.35 0.22
C 3.40 -0.59 -0.58
C -1.12 -2.34 -1.97
C 3.43 3.51 1.56
C -1.58 1.53 -3.05
C -3.93 -2.38 2.41
C 1.51 -3.89 3.78
C 1.33 3.58 -1.43
C 2.25 -0.12 -3.92
C -1.00 -1.86 3.14
C -2.03 -1.25 -1.82
C 1.95 0.75 3.61
C 1.41 -3.22 2.42
C 1.65 -0.72 3.91
C 1.01 3.00 -2.82
C 0.68 1.18 -5.40
C -1.88 -4.66 2.23
C 2.77 -3.24 1.70
C -4.42 0.40 -2.71
C 0.94 -0.85 5.26
C -2.51 -1.32 -0.48
C -2.54 -0.82 -4.81
H -2.43 4.22 1.23
H 1.01 1.30 3.42
H 3.14 4.44 1.06
H 0.89 3.83 2.68
H -0.95 -2.40 4.11
H -3.32 -1.59 -4.88
H 3.79 -1.50 -1.07
H -1.68 2.03 -4.03
H -2.47 2.64 0.34
H -0.80 4.16 -3.08
H 0.55 -4.01 4.29
H 1.30 2.09 -5.37
H -0.35 1.46 -5.65
H -3.33 -0.73 -0.08
H 3.43 3.44 2.65
H -4.85 1.00 -3.52
H -0.04 -0.36 5.23
H 0.68 4.94 -3.63
H 3.48 -2.52 2.13
H 1.92 -4.90 3.64
H 2.61 -1.27 3.93
H 1.93 2.78 -3.38
H 3.02 -0.86 0.41
H -0.74 4.28 3.33
H -1.57 -1.30 -5.01
H 2.60 -0.16 -1.21
H 2.60 0.87 2.73
H -0.18 4.97 1.80
H 2.67 -3.04 0.63
H 2.32 -0.92 -3.18
H 1.06 0.57 -6.22
H 0.80 -1.89 5.59
H -0.42 -3.91 -0.54
H 2.20 -3.36 4.45
H -2.73 -0.07 -5.59
H -4.62 -2.82 1.67
H -4.20 -2.78 3.40
H -4.08 -1.30 2.42
H -0.64 -2.61 -2.91
H -2.92 2.72 2.08
H 3.90 2.72 0.98
H 0.15 -0.50 -4.16
H -2.04 2.20 -2.31
H 1.54 -0.34 6.02
H 0.40 3.75 -0.84
H 2.61 -0.52 -4.88
H -2.72 -5.20 1.77
H 2.45 1.20 4.47
H 0.69 -3.77 1.80
H 2.03 2.94 -0.87
H -1.49 -0.89 3.35
H 1.83 4.54 -1.58
H -0.96 -5.03 1.77
H -0.06 3.68 -4.63
H -1.86 -4.92 3.30
H 2.94 0.69 -3.63
H -5.02 -0.51 -2.59
H 3.21 -4.24 1.81
H -4.49 0.98 -1.78


[3]
108
Properties=species:S:1:pos:R:3 method="wB97M-V/def2-TZVPD" orbital_gap_ev=5.99 total_charge=+1 homo_energy_ev=-10.18 spin_multiplicity=1
S 6.45 -9.88 1.42
S 4.76 -4.40 3.19
S -0.22 5.17 -1.58
S 2.55 5.98 -6.37
S -5.73 -0.23 -3.13
P -4.83 1.41 -2.58
P -3.58 1.71 3.24
F 1.78 -0.77 2.87
O 3.32 -4.81 3.28
O -3.18 -2.30 -1.31
O -4.95 2.60 3.65
O 0.07 1.51 2.58
O -0.28 3.68 -1.44
O -2.27 2.51 4.03
O 3.52 1.76 -0.37
O 6.59 -8.76 2.40
O -0.64 -0.73 2.82
O 1.30 6.16 -5.57
N -3.73 0.27 3.97
N -3.84 -2.83 -3.50
N -3.78 1.20 -1.15
C 5.98 -9.14 -0.16
C 5.10 -3.32 4.60
C -4.24 1.49 0.22
C -2.43 0.72 -1.46
C -5.77 3.52 0.83
C 2.46 4.35 -7.15
C 2.45 1.06 0.33
C -1.80 0.82 1.13
C 3.92 2.87 0.49
C 1.06 1.34 -0.48
C -1.89 0.34 -2.90
C -1.77 -1.26 -3.17
C 2.36 6.93 -7.90
C -3.26 1.35 1.44
C 0.50 5.53 -3.20
C -6.53 1.00 1.56
C 0.13 0.00 -0.57
C 5.75 -5.79 3.76
C 4.86 -10.68 1.73
C 0.56 -0.94 3.61
C -2.96 -2.12 -2.54
C 0.85 -3.52 2.91
C -5.77 1.95 0.51
C -1.37 0.51 -0.32
C 1.19 5.75 -0.61
C -0.69 0.56 2.26
C -7.67 1.70 2.43
C 0.50 -2.49 4.09
H 2.34 7.99 -7.65
H 2.53 3.60 -6.37
H -0.55 -2.74 4.50
H 2.34 1.51 1.38
H -2.43 0.79 -3.79
H 5.40 -6.12 4.74
H 0.97 5.58 0.45
H 6.82 -8.55 -0.54
H -5.59 4.04 -0.20
H -0.80 0.74 -2.96
H -7.38 2.72 2.88
H -6.75 3.95 1.21
H -4.71 3.56 3.56
H 6.17 -3.10 4.63
H -0.20 5.22 -3.97
H -7.06 0.17 0.96
H 1.23 -2.66 4.96
H 4.92 -11.18 2.70
H -7.97 1.04 3.32
H 1.71 -3.19 2.23
H -0.06 -3.70 2.24
H 4.06 -9.94 1.75
H 3.20 6.73 -8.56
H 4.79 -3.80 5.52
H -8.62 1.83 1.78
H -1.99 1.87 4.74
H 3.30 4.23 -7.84
H -4.00 -3.77 -3.07
H 1.17 -4.52 3.37
H 1.38 1.64 -1.55
H 0.67 6.61 -3.29
H 6.80 -5.49 3.83
H -3.23 -3.04 -4.31
H -0.78 -1.71 -2.85
H -4.11 2.00 -3.69
H 5.66 -6.61 3.05
H 5.11 -8.49 -0.03
H 2.68 -0.07 0.36
H 3.06 3.59 0.71
H 4.75 3.43 -0.09
H 5.75 -9.93 -0.88
H 1.42 6.66 -8.39
H -1.82 -1.38 -4.32
H -6.43 1.86 -0.43
H 1.34 6.81 -0.78
H 2.09 5.19 -0.89
H 0.48 2.24 -0.07
H 4.54 -2.39 4.46
H -3.66 -0.48 3.25
H 0.31 -0.43 -1.61
H 1.52 4.24 -7.68
H -5.85 0.44 2.29
H -5.89 2.38 -2.34
H -4.87 3.87 1.47
H 4.36 2.42 1.44
H 0.45 -0.74 0.24
H 4.67 -11.42 0.96
H 1.44 4.99 -3.32
H 0.52 -0.30 4.55


[4]
94
Properties=species:S:1:pos:R:3 method="wB97M-V/def2-TZVPD" orbital_gap_ev=6.28 total_charge=-1 homo_energy_ev=-4.19 spin_multiplicity=1
Al 2.23 -0.14 3.88
O -1.04 -6.05 -3.37
O 0.75 -5.79 4.43
O 0.39 -3.00 0.80
O 3.06 7.10 -5.15
O -1.02 5.18 -1.62
C -3.18 -6.96 -3.82
C 0.82 -4.62 6.48
C -0.24 -4.21 1.23
C -2.61 0.46 1.14
C -2.14 0.28 2.71
C 0.51 5.52 -3.39
C -0.99 3.99 -2.42
C -0.41 4.39 -3.76
C 2.90 8.30 -4.38
C 0.97 -6.10 6.76
C 4.08 8.88 -6.33
C 3.94 9.28 -4.88
C -1.71 3.07 1.10
C -2.21 -8.09 -3.61
C -2.44 -5.79 -3.20
C 1.16 -4.55 5.01
C -0.26 6.20 -2.28
C 1.84 -4.81 0.33
C 0.16 -0.04 4.21
C 0.46 -6.72 5.49
C 3.93 7.38 -6.26
C -0.87 -7.41 -3.80
C -0.51 0.16 2.72
C -1.85 3.68 2.62
C -2.88 2.01 0.67
C 0.44 -5.34 0.50
C 1.59 -3.33 0.09
C -3.37 4.27 2.96
H -2.56 -0.77 3.07
H -0.12 0.89 4.88
H 2.23 -4.44 4.85
H -0.22 -4.32 6.65
H 1.47 -3.99 7.10
H -0.97 6.94 -2.68
H -2.63 -5.72 -2.13
H -1.99 3.58 -2.50
H 2.41 -2.70 0.44
H -1.14 4.63 2.68
H 3.50 6.96 -7.17
H -3.97 2.31 1.05
H 3.64 10.32 -4.74
H -0.07 -7.88 -3.23
H -1.44 2.95 3.47
H -0.58 -7.39 -4.86
H 2.56 1.00 2.79
H -0.35 3.27 -1.91
H 5.03 9.19 -6.78
H 1.42 -3.13 -0.97
H -3.32 -6.78 -4.89
H -3.63 5.12 2.18
H 2.41 -4.94 1.26
H 3.01 8.07 -3.32
H 0.09 3.56 -4.27
H -0.66 2.60 0.86
H 4.89 6.89 -6.06
H -1.79 -0.11 0.49
H 2.40 -5.28 -0.48
H -2.59 1.09 3.43
H -2.69 -4.84 -3.66
H 2.45 -1.53 3.11
H -2.36 -8.93 -4.30
H 4.89 9.12 -4.35
H -2.97 2.00 -0.52
H 1.88 8.67 -4.56
H -1.81 4.01 0.37
H 0.64 -3.72 4.51
H -3.38 4.71 4.07
H -0.14 -1.05 4.73
H 3.26 9.31 -6.91
H 2.03 -6.34 6.90
H 3.07 0.00 5.20
H -0.11 -4.29 2.31
H -2.29 -8.47 -2.59
H -4.16 -7.13 -3.37
H -4.21 3.45 2.91
H 0.43 -6.43 7.65
H 0.74 6.19 -4.22
H -0.63 -6.85 5.52
H 0.39 6.70 -1.56
H -1.21 4.75 -4.42
H -0.24 -0.82 2.10
H -3.62 -0.17 0.96
H 0.06 1.04 2.20
H 1.45 5.12 -3.00
H 0.92 -7.68 5.27
H -0.02 -5.49 -0.48
H 0.40 -6.29 1.05
H -1.32 -4.16 1.01


| no. | DFT total energy (eV) |
| --- | --- |
| 1 | -61438.42589 |
| 2 | -84141.51128 |
| 3 | -130393.60863 |
| 4 | -46838.36640 |